# 1
This record from the OMol25 dataset describes a structure of composition C7H21GaIN4O3. The level of theory is wB97M-V/def2-TZVPD.

Output
- E_tot: -80181.2885 eV
- Maximum force: 0.013 Eh/bohr
- HOMO level: -4.85 eV

The geometry in ORCA input format:
```
! wB97M-V def2-TZVPD RIJCOSX def2/J DEFGRID3
* xyz -1 1
I 2.53989 -0.22430 -0.28401
Ga -1.64179 -3.67587 -0.61962
O -1.46014 -1.99507 2.17174
O -2.07848 2.09208 3.95448
O 5.46600 3.23052 -0.59615
N -2.05849 3.72514 2.38367
N -1.46836 1.56350 1.82962
N 5.89545 4.13858 -2.62698
N 4.32849 2.45641 -2.40556
C -2.99986 -3.47031 0.91074
C 0.76682 -1.46909 -0.36822
C -2.81917 -2.18952 1.72110
C -1.87763 2.42481 2.79776
C -1.46320 -1.82915 -1.51541
C -0.06983 -1.17382 -1.60966
C 5.23827 3.26465 -1.79092
H -2.19490 -4.79779 -1.65481
H -1.87300 -1.91116 -2.53134
H -3.49030 -2.14199 2.59536
H 0.21534 -1.28105 0.55325
H 4.15033 2.48873 -3.39048
H -3.05962 -1.31511 1.10237
H -1.30273 1.84277 0.88184
H -1.33930 0.59393 2.07867
H -1.89331 4.03164 1.44494
H 3.81189 1.79369 -1.85020
H 5.73089 4.18967 -3.61318
H -0.15751 -0.08218 -1.72763
H 1.15400 -2.48424 -0.35673
H -2.93412 -4.34290 1.57698
H -0.25166 -4.22879 -0.01071
H -1.40863 -2.24378 3.08600
H -4.00536 -3.44258 0.46912
H -2.35597 4.38675 3.07344
H 6.57196 4.74668 -2.20845
H 0.45620 -1.53264 -2.50296
H -2.12217 -1.13820 -0.96805
*
```

=====

# 2
This record from the OMol25 dataset describes a cluster of 7 separate species, C7H21N7O14 in total at a distorted geometry. The level of theory is wB97M-V/def2-TZVPD.

Output
- E_tot: -46673.9820 eV
- Maximum force: 0.093 Eh/bohr
- HOMO level: -10.55 eV
- ΔE to the lowest compared entry with this formula, charge and spin: 1.9302 eV
- SMILES string: C[N+](=O)[O-].C[N+](=O)[O-].C[N+](=O)[O-].C[N+](=O)[O-].C[N+](=O)[O-].C[N+](=O)[O-].C[N+](=O)[O-]

The geometry in ORCA input format:
```
! wB97M-V def2-TZVPD RIJCOSX def2/J DEFGRID3
* xyz 0 1
O -1.53830 -1.26067 -3.33752
O -2.64083 5.22660 1.05454
O 3.75906 3.31948 0.88152
O 2.57072 -0.66896 1.16754
O -0.75164 4.70284 0.45916
O -0.23807 -1.09736 3.55553
O -3.11992 -4.40484 1.07598
O -2.89056 -5.51413 -0.70102
O 0.42444 -0.45306 -1.02089
O -1.59903 -0.10193 -0.15601
O -2.03058 -1.78517 2.51176
O -3.07120 -2.87910 -3.49700
O 3.42635 2.65512 -1.14624
O 4.49311 0.13689 0.82447
N -1.81787 5.07481 0.17639
N -1.11436 -1.94478 3.30552
N 3.56517 -0.54903 0.56143
N -2.66875 -1.76216 -3.18158
N 4.10478 2.99392 -0.20267
N -0.32292 0.17509 -0.21620
N -2.62468 -4.54187 -0.01926
C 5.59201 3.09801 -0.40362
C 3.58697 -1.31663 -0.70287
C -1.13139 -3.19811 4.09726
C 0.22933 1.23266 0.66407
C -1.57927 -3.56340 -0.35446
C -2.32481 5.14333 -1.25474
C -3.60690 -0.85251 -2.48040
H -1.53061 -2.93240 5.07610
H 4.56178 -1.58010 -1.11328
H 3.08361 -2.27356 -0.56497
H -0.63483 -3.74491 0.15855
H -3.03460 5.96654 -1.33622
H -0.09775 -3.44319 4.34145
H 5.72263 2.75032 -1.42839
H -3.08733 0.00882 -2.06058
H 3.04004 -0.70605 -1.42131
H 0.59342 0.75947 1.57601
H 5.78338 4.14265 -0.15823
H 6.02944 2.31056 0.21012
H -4.51496 -0.61578 -3.03493
H 1.14621 1.58194 0.18928
H -1.43719 5.49199 -1.78263
H -3.83020 -1.49240 -1.62672
H -0.61701 1.89817 0.83408
H -1.69382 -4.00032 3.61951
H -2.67605 4.19822 -1.66886
H -2.00628 -2.61451 -0.02984
H -1.48075 -3.57070 -1.43997
*
```

=====

# 3
This record from the OMol25 dataset describes a structure of composition C7H21NO3P2V at a distorted geometry. The level of theory is wB97M-V/def2-TZVPD.

Output
- E_tot: -59484.3042 eV
- Expectation value of S²: 2.048
- Maximum force: 0.172 Eh/bohr
- HOMO level (alpha / beta): -12.78 / -12.77 eV
- ΔE to the lowest compared entry with this formula, charge and spin: 1.5677 eV

The geometry in ORCA input format:
```
! wB97M-V def2-TZVPD RIJCOSX def2/J DEFGRID3
* xyz 1 3
V 0.02477 -0.07261 -0.06395
P -0.13604 2.29699 -0.30215
P -0.12474 -2.38021 -0.28419
O 2.75106 -0.05081 1.53636
O 0.31371 1.19385 1.89625
O 0.24712 -0.27910 3.43934
N 0.40021 0.88314 3.12834
C -1.55710 -3.28887 0.42162
C -0.25306 -2.78294 -2.08055
C 1.66743 -0.05971 1.01729
C -1.45012 3.21811 0.58136
C 1.37855 3.24547 0.11180
C 1.30827 -3.39124 0.25261
C -0.43170 2.68785 -2.04700
H 0.71296 -0.03768 -1.36014
H -1.13930 -2.28292 -2.49335
H 1.41481 -3.31188 1.34224
H 1.18548 -4.44801 -0.02723
H -1.55787 -4.34318 0.11054
H 0.63245 -2.39091 -2.59635
H -0.48229 3.77393 -2.19190
H 0.38062 2.26352 -2.64724
H -1.45787 4.27524 0.27275
H 2.22083 -2.99465 -0.20914
H 1.60048 3.16141 1.18731
H -0.32743 -3.86759 -2.23791
H 1.25678 4.30794 -0.15191
H -2.48592 -2.80743 0.08811
H -0.86358 0.38037 1.28308
H -1.37330 2.21919 -2.35662
H -1.51297 -3.23239 1.51714
H -0.85169 -0.63989 1.29245
H -1.29432 3.16098 1.66946
H -2.42352 2.76579 0.34686
H 2.22727 2.82826 -0.44531
*
```

=====

Q: What is the formula in the first record?
A: C7H21GaIN4O3

=====

Q: Among the records above, which one has the lowest E_tot?
A: C7H21GaIN4O3